C29H72CrN14O3P2 | ωB97M-V with the def2-TZVPD basis set

Geometry (Å):
1 Cr -0.623233 0.187324 -0.654896
2 C 3.452782 3.077991 -3.458552
3 N 2.568088 1.961914 -3.092220
4 C 2.321946 0.967941 -4.132167
5 C 1.960377 1.874919 -1.892197
6 N 0.687922 1.462378 -1.827323
7 C -0.141316 2.001614 -2.930546
8 C -1.476856 2.360268 -2.344661
9 N -2.084261 1.111659 -1.806373
10 C -2.538247 0.234959 -2.942707
11 C -2.033647 -1.174329 -2.754347
12 N -0.663461 -1.122866 -2.209315
13 C 0.291203 -1.848969 -2.799820
14 N 0.263398 -2.145880 -4.110567
15 C -0.278680 -1.258283 -5.139608
16 C 0.762089 -3.432968 -4.621523
17 N 1.331973 -2.335748 -2.087185
18 C 1.147194 -3.000477 -0.797978
19 C 2.664519 -2.488969 -2.674188
20 C -3.204368 1.424653 -0.867959
21 C -3.705206 0.130240 -0.304909
22 N -2.558940 -0.698385 0.144085
23 C -2.912545 -1.816543 0.776296
24 N -4.151919 -2.367111 0.677870
25 C -4.826614 -2.901182 1.871254
26 C -4.883148 -2.573346 -0.572835
27 N -2.035886 -2.462464 1.594146
28 C -1.365421 -1.711828 2.647774
29 C -2.115286 -3.906928 1.814242
30 N 2.672501 2.274034 -0.821226
31 C 2.065341 3.172434 0.155211
32 C 4.131491 2.229742 -0.800765
33 H 3.150810 3.450724 -4.437664
34 H 3.353217 3.892449 -2.745446
35 H 4.499022 2.774277 -3.519674
36 H 3.276936 0.633773 -4.540936
37 H 1.805072 0.106219 -3.703793
38 H 1.728814 1.376137 -4.954328
39 H 0.295991 2.902690 -3.351758
40 H -0.252239 1.295719 -3.749406
41 H -1.327734 3.050027 -1.513649
42 H -2.143736 2.828156 -3.070660
43 H -3.620709 0.257296 -3.020520
44 H -2.147669 0.649462 -3.863606
45 H -2.652416 -1.691464 -2.037425
46 H -2.098523 -1.725953 -3.682990
47 H -0.456988 -0.269396 -4.734435
48 H 0.446860 -1.173398 -5.947634
49 H -1.204086 -1.647647 -5.567046
50 H 0.967420 -4.117729 -3.804370
51 H -0.007392 -3.877438 -5.251415
52 H 1.661302 -3.303522 -5.224016
53 H 1.880703 -2.636709 -0.087887
54 H 0.152772 -2.810614 -0.404974
55 H 1.288165 -4.075997 -0.918986
56 H 2.718795 -1.987982 -3.636625
57 H 3.396624 -2.032315 -2.008052
58 H 2.935140 -3.536666 -2.802820
59 H -2.811187 2.069024 -0.089884
60 H -3.998327 1.957173 -1.392168
61 H -4.390277 0.334298 0.517675
62 H -4.294443 -0.362845 -1.071634
63 H -4.348330 -2.535022 2.777835
64 H -5.858847 -2.549637 1.871100
65 H -4.842170 -3.992520 1.886112
66 H -4.233198 -2.446129 -1.432126
67 H -5.248733 -3.600025 -0.591396
68 H -5.746848 -1.911329 -0.664534
69 H -0.952196 -0.801759 2.259208
70 H -2.063863 -1.457704 3.457577
71 H -0.570069 -2.321117 3.066470
72 H -2.666845 -4.382286 1.009036
73 H -1.103600 -4.314948 1.822445
74 H -2.587728 -4.158756 2.766686
75 H 0.991589 3.136976 0.052869
76 H 2.348559 2.887944 1.163733
77 H 2.408286 4.198211 -0.020135
78 H 4.501660 1.463608 -1.480965
79 H 4.578567 3.191034 -1.063430
80 H 4.446880 1.985510 0.211761
81 C 3.849152 -0.977439 1.116905
82 N 3.096737 0.099250 1.805493
83 C 3.873823 0.746419 2.886725
84 P 1.515990 -0.244853 2.011528
85 O 0.846056 -0.534836 0.700997
86 O 0.914348 1.057059 2.726356
87 P -0.359894 1.935779 2.286615
88 O -0.817698 1.624477 0.890324
89 N 0.183692 3.459059 2.401581
90 C -0.631982 4.527133 1.775484
91 C 0.934539 3.910948 3.592922
92 N -1.489155 1.495941 3.366746
93 C -2.885213 1.880308 3.073298
94 C -1.167889 1.522241 4.812307
95 N 1.253673 -1.408386 3.117878
96 C 1.296709 -2.820882 2.699168
97 C 1.780122 -1.199065 4.491478
98 H 4.782307 -0.572032 0.732624
99 H 3.274972 -1.363249 0.273668
100 H 4.102189 -1.799567 1.793084
101 H 4.696779 1.307932 2.441904
102 H 4.298953 0.015737 3.579360
103 H 3.256867 1.447683 3.447207
104 H -1.183503 4.140777 0.919088
105 H 0.030275 5.319825 1.424799
106 H -1.339994 4.964603 2.484468
107 H 1.445343 3.081832 4.077432
108 H 0.276998 4.391093 4.321602
109 H 1.685639 4.638287 3.282519
110 H -3.063447 1.884545 1.997355
111 H -3.131746 2.862992 3.481786
112 H -3.555065 1.148790 3.529250
113 H -1.320457 2.514597 5.248407
114 H -0.141357 1.206488 4.992539
115 H -1.827608 0.822432 5.325735
116 H 0.800578 -2.947010 1.739836
117 H 0.762389 -3.416317 3.439295
118 H 2.315980 -3.208108 2.637957
119 H 1.833937 -0.140213 4.745341
120 H 2.773784 -1.639487 4.613147
121 H 1.106360 -1.680377 5.202660

Atomic forces in eV per Å
0.16 0.28 0.58
-0.08 -0.20 -0.06
0.31 -0.17 -0.38
-0.01 0.12 0.03
-0.08 -0.11 -0.23
-0.44 0.03 0.38
0.25 0.00 0.32
-0.14 -0.20 0.13
-0.20 0.34 0.05
0.07 0.19 0.22
0.43 -0.01 0.18
0.07 -0.26 0.06
-0.39 0.08 0.16
0.08 -0.10 -0.58
0.08 -0.23 0.07
-0.12 0.17 -0.02
0.17 -0.01 0.28
0.04 0.06 -0.32
-0.15 0.01 0.13
0.30 -0.02 -0.31
0.22 -0.28 0.25
0.14 0.04 -0.02
-0.01 0.07 -0.28
-0.24 -0.11 -0.01
0.05 0.02 -0.17
-0.02 0.04 0.21
0.13 0.06 0.09
-0.71 -0.41 0.28
0.00 0.16 0.04
-0.10 0.13 0.20
0.28 -0.13 -0.20
-0.08 -0.01 0.06
-0.03 -0.02 0.00
-0.04 -0.05 -0.01
-0.02 -0.02 0.01
0.03 0.04 0.00
0.06 0.21 -0.01
0.00 0.01 0.00
0.17 0.10 -0.06
-0.01 -0.03 -0.05
-0.05 -0.01 0.03
-0.08 -0.03 -0.05
-0.16 0.08 0.01
0.02 0.11 -0.09
-0.04 -0.13 0.14
0.01 -0.08 -0.13
0.01 -0.06 0.01
0.06 -0.01 -0.03
0.00 -0.02 -0.01
-0.03 0.04 0.00
-0.04 0.02 -0.02
0.02 0.01 0.00
-0.02 -0.05 0.00
-0.06 0.06 -0.06
0.01 -0.09 -0.05
-0.01 -0.02 0.05
0.02 0.02 0.05
0.00 -0.06 -0.02
0.09 0.09 -0.03
-0.04 0.03 -0.11
-0.06 -0.05 0.13
-0.07 -0.10 -0.07
0.02 -0.01 -0.07
0.02 0.03 -0.03
0.00 0.02 -0.03
-0.01 -0.02 0.03
0.01 -0.04 0.03
0.01 0.02 0.02
-0.16 0.10 -0.09
-0.04 -0.02 -0.07
-1.12 0.34 -0.14
-0.01 0.00 -0.04
-0.02 0.00 0.00
0.00 0.01 -0.02
-0.09 -0.06 -0.04
0.04 -0.10 0.06
0.05 -0.03 0.01
-0.06 0.05 0.04
0.01 -0.04 0.02
-0.02 -0.06 0.05
-0.05 0.24 0.10
0.51 0.15 -0.01
-0.01 -0.02 -0.19
-0.08 0.17 -0.35
-0.20 -0.07 -0.18
0.25 0.19 -0.12
-0.14 -0.21 -0.42
0.14 -0.01 -0.16
-0.18 0.58 0.30
0.20 -0.09 0.12
-0.12 0.07 -0.20
-0.41 0.04 0.50
0.08 -0.17 0.07
-0.16 -0.01 -0.18
1.11 -0.41 0.52
0.50 0.09 0.05
-0.10 -0.14 -0.20
0.03 0.11 -0.01
0.06 0.15 0.10
-0.03 0.02 0.02
-0.02 -0.05 -0.01
-0.04 0.00 -0.04
-0.01 -0.04 -0.08
0.05 -0.05 0.04
0.02 -0.03 0.03
0.04 -0.06 0.01
-0.02 -0.04 -0.05
0.00 -0.03 -0.03
-0.01 -0.01 -0.02
0.07 -0.04 0.14
0.04 0.02 0.01
0.05 0.01 -0.01
0.01 -0.06 -0.07
-0.05 0.02 -0.08
-0.01 0.00 -0.03
0.07 0.04 0.07
0.12 -0.10 0.06
0.04 0.04 0.01
-0.04 -0.08 -0.10
-0.05 0.02 -0.03
-0.01 0.00 -0.05

## Properties
multiplicity: 4
net charge: +3
HOMO-LUMO gap (alpha / beta): 8.38 / 9.16 eV

---

C4H9NO | ωB97M-V with the def2-TZVPD basis set

Geometry (Å):
1 C 0.644229 1.609480 0.478242
2 C 1.382028 0.309796 0.532062
3 N 1.757437 -0.421879 -0.440896
4 O 1.396142 0.114432 -1.676452
5 H 1.157221 2.354737 1.094848
6 H 0.564278 1.976987 -0.545301
7 H -0.364774 1.473235 0.883903
8 H 1.641904 -0.106658 1.504629
9 H 1.779769 -0.518595 -2.296741
10 C -1.595928 -1.511172 0.619288
11 C -1.726754 -0.755228 -0.465211
12 H -2.404250 -1.638849 1.334463
13 H -0.668258 -2.035128 0.833477
14 H -0.911104 -0.622591 -1.172239
15 H -2.651941 -0.228568 -0.684072

Atomic forces in eV per Å
0.00 0.04 -0.09
0.09 -0.21 -0.16
-0.06 0.19 0.56
0.06 -0.06 -0.33
-0.07 -0.10 -0.07
0.01 -0.03 0.16
0.16 0.02 -0.04
-0.01 0.05 -0.14
-0.08 0.14 0.11
-0.01 0.07 -0.13
0.01 -0.09 0.12
0.06 0.03 -0.12
-0.09 0.07 -0.05
-0.13 -0.04 0.13
0.07 -0.08 0.05

## Properties
net charge: 0
ΔE to the lowest compared entry with this formula, charge and spin: 3.405 eV
HOMO-LUMO gap: 10.79 eV
SMILES: C/C=N\O.C=C

---

C2H5Cl3NP | ωB97M-V with the def2-TZVPD basis set

Geometry (Å):
1 N 0.620517 1.763258 -0.872425
2 P 0.776373 0.117066 -1.396529
3 C 0.381924 -0.927425 0.149395
4 C -1.026937 -0.674897 0.614390
5 Cl -1.410801 -1.840451 1.922965
6 Cl -1.400733 0.957630 1.341320
7 Cl -2.055969 -1.096672 -0.718852
8 H -0.206070 2.245541 -1.071828
9 H 0.752957 1.778391 0.123275
10 H 2.107460 0.296106 -1.080118
11 H 0.475502 -1.920709 -0.082463
12 H 0.985775 -0.697838 1.070869

Atomic forces in eV per Å
0.79 -1.07 0.16
0.07 0.75 0.20
0.47 4.09 1.82
-0.38 -0.71 0.75
0.07 -0.09 0.29
0.22 -0.75 -0.60
-1.12 0.38 -0.70
-1.52 0.53 -0.46
0.23 0.52 0.30
0.98 -0.98 -0.06
0.19 -2.51 -0.60
0.00 -0.16 -1.09

## Properties
net charge: 0
ΔE to the lowest compared entry with this formula, charge and spin: 0.244 eV
HOMO-LUMO gap: 10.22 eV
SMILES: NPCC(Cl)(Cl)Cl

---

C7H13ClNOPS | ωB97M-V with the def2-TZVPD basis set

Geometry (Å):
1 C 0.978711 -3.560021 0.256072
2 C 0.916690 -2.110502 0.205987
3 C -0.102848 -1.336528 -0.124187
4 N 0.194419 0.020072 -0.383646
5 C -0.781416 1.105459 -0.145761
6 C -1.228177 1.163270 1.320807
7 C -0.041676 2.404330 -0.540741
8 C -1.993736 1.042433 -1.041966
9 P 2.194374 0.087685 0.130746
10 S 3.099955 1.110110 1.547140
11 Cl 2.987746 0.427514 -1.674247
12 O 2.244051 -1.623442 0.282061
13 H 1.981543 -4.018390 0.346228
14 H 0.879920 -3.806666 -0.776377
15 H 0.374241 -3.956738 1.084361
16 H -1.237199 -1.600826 -0.060648
17 H -1.170122 0.264679 1.905826
18 H -0.618515 1.896106 2.000744
19 H -2.272908 1.542011 1.351813
20 H 0.594516 2.191059 -1.367164
21 H 0.461919 2.738693 0.310605
22 H -0.803661 3.133123 -0.808811
23 H -2.797387 1.580375 -0.624297
24 H -1.673779 1.304850 -2.077543
25 H -2.186663 0.001345 -1.116999

Atomic forces in eV per Å
0.80 -1.33 0.64
1.28 -0.56 0.11
-1.94 1.31 0.78
2.85 -0.45 0.18
1.56 1.18 1.09
0.07 2.31 1.55
-1.74 -0.73 0.21
2.09 -1.58 -1.68
-2.06 -1.17 0.77
-1.17 -0.97 -1.32
-0.04 -0.07 -0.13
-1.17 3.81 -0.45
-0.08 0.98 0.80
-1.55 -1.26 -0.63
-0.31 -0.43 -1.02
2.47 0.08 -0.30
-0.13 -0.88 -0.24
-0.84 -1.07 -1.53
0.60 -0.29 0.28
0.52 0.10 -0.69
1.27 0.80 1.03
0.19 0.26 -0.09
-0.90 0.71 0.04
-0.60 0.28 0.72
-1.17 -1.03 -0.11

## Properties
net charge: 0
ΔE to the lowest compared entry with this formula, charge and spin: 1.019 eV
HOMO-LUMO gap: 7.97 eV
SMILES: CC1=CN(C(C)(C)C)[P@](=S)(Cl)O1

---

C6H10O | ωB97M-V with the def2-TZVPD basis set

Geometry (Å):
1 O -2.359612 -0.394986 -0.341499
2 C -1.692727 -0.975058 -1.169851
3 C -0.199098 -1.080215 -1.088955
4 C 0.355801 -1.014881 0.335930
5 C 1.126845 0.287690 0.429976
6 C 0.490031 1.522228 -0.129137
7 C 0.830204 1.396118 1.368356
8 H -2.169058 -1.359992 -2.093121
9 H 0.213735 -1.866961 -1.726437
10 H 0.098479 -0.080133 -1.506681
11 H 1.015210 -1.854644 0.579988
12 H -0.471463 -1.020702 1.052395
13 H 2.177030 0.206815 0.159244
14 H 1.040625 2.152269 -0.823924
15 H -0.585333 1.517543 -0.310325
16 H 1.659899 1.899075 1.862710
17 H -0.063746 1.321910 1.979941

Atomic forces in eV per Å
0.18 -0.40 -0.30
-0.25 0.27 0.16
0.10 0.38 -0.24
0.04 0.14 0.09
0.14 -0.15 -0.06
0.15 0.67 0.74
-0.13 0.35 -0.07
0.00 -0.04 0.05
-0.19 0.05 0.10
-0.20 -1.11 -0.39
-0.19 0.05 -0.15
0.11 0.04 -0.09
-0.05 -0.05 0.07
0.08 -0.01 0.37
0.26 -0.15 0.03
-0.21 0.12 -0.36
0.17 -0.15 0.03

## Properties
net charge: 0
ΔE to the lowest compared entry with this formula, charge and spin: 1.202 eV
HOMO-LUMO gap: 10.88 eV
SMILES: O=CCCC1CC1

---

C5H12O2 | ωB97M-V with the def2-TZVPD basis set

Geometry (Å):
1 C 2.604833 1.080152 1.488995
2 O 1.380223 1.265484 0.821696
3 C 1.279155 0.490685 -0.339523
4 C 0.051999 0.913002 -1.117757
5 O -0.353839 0.293818 -2.070467
6 H 3.451269 1.387622 0.856153
7 H 2.756560 0.031518 1.786868
8 H 2.586087 1.703400 2.385066
9 H 1.218235 -0.588252 -0.123774
10 H 2.147630 0.645236 -1.003345
11 H -0.423785 1.852255 -0.772815
12 H -1.429096 0.003377 0.848792
13 H -1.017776 0.555831 1.138848
14 C -2.387262 -1.935185 0.009767
15 C -2.029069 -1.893724 -1.268787
16 H -1.803990 -2.476355 0.752636
17 H -3.266725 -1.408688 0.375237
18 H -2.595382 -1.331836 -2.006390
19 H -1.134341 -2.393821 -1.630933

Atomic forces in eV per Å
0.26 0.00 0.17
-0.04 0.06 -0.02
0.01 -0.13 -0.21
0.00 -0.20 -0.39
0.20 0.38 0.35
-0.12 -0.05 0.08
-0.08 0.14 -0.06
0.00 -0.08 -0.12
-0.02 0.16 -0.01
-0.07 -0.01 0.09
0.04 -0.08 -0.05
0.10 0.20 0.13
-0.11 -0.07 0.11
0.00 -0.10 -0.19
-0.08 -0.07 0.18
-0.10 0.05 -0.14
0.10 -0.13 -0.09
0.07 -0.09 0.13
-0.16 0.05 0.07

## Properties
net charge: 0
ΔE to the lowest compared entry with this formula, charge and spin: 3.575 eV
HOMO-LUMO gap: 10.82 eV
SMILES: COCC=O.[H][H].C=C

---

| no. | DFT total energy (hartree) |
| --- | --- |
| 1 | -3867.07378 |
| 2 | -287.70733 |
| 3 | -1855.86564 |
| 4 | -1604.22603 |
| 5 | -309.79820 |
| 6 | -348.07345 |